<1>
# C2H12N2O2

A 3-piece molecular cluster, C2H12N2O2 overall (ωB97M-V with the def2-TZVPD basis set, the OMol25 dataset).

## Properties
Frontier orbital gap = 0.3355 hartree
Multiplicity = 1
SMILES string = NCCN.O.O
HOMO level = -8.49 eV
LUMO level = 0.63 eV

Each line ends with the Löwdin charge.
Cartesian coordinates (Å):
O1 -1.968 0.142 1.493  -0.11
O2 0.187 2.940 1.329  -0.06
N1 0.552 0.522 -1.448  -0.02
N2 -0.604 -1.895 -0.371  -0.04
C1 1.452 -0.482 -0.953  -0.32
C2 0.829 -1.828 -0.607  -0.30
H1 0.772 2.315 0.965  -0.02
H2 1.256 -2.041 0.425  0.12
H3 0.202 2.701 2.286  0.06
H4 -2.210 0.648 0.692  0.05
H5 -0.247 0.278 -1.934  0.02
H6 -2.866 -0.057 1.952  0.10
H7 -1.104 -1.316 0.387  0.06
H8 2.366 -0.552 -1.496  0.08
H9 1.111 1.425 -1.540  0.11
H10 1.760 -0.132 0.149  0.12
H11 -1.277 -1.840 -1.152  0.06
H12 1.163 -2.614 -1.219  0.08

***

<2>
# C2H12N2O2

A 3-piece molecular cluster, C2H12N2O2 overall (ωB97M-V with the def2-TZVPD basis set, the OMol25 dataset).

## Properties
Frontier orbital gap = 0.3716 hartree
Multiplicity = 1
SMILES string = CNCN.O.O
HOMO level = -9.37 eV
LUMO level = 0.75 eV

Each line ends with the Löwdin charge.
Cartesian coordinates (Å):
O1 -0.932 0.961 2.694  -0.07
O2 -2.471 -0.654 -0.177  -0.08
N1 0.508 -0.530 -0.263  -0.13
N2 1.436 1.684 -0.750  0.00
C1 1.722 0.262 -0.581  -0.30
C2 0.399 -1.712 -1.141  -0.14
H1 1.195 -2.438 -0.958  0.08
H2 -1.732 -0.083 -0.441  0.01
H3 1.280 2.146 0.132  0.05
H4 -0.788 0.931 1.735  0.00
H5 0.521 -0.869 0.690  0.10
H6 2.400 0.265 0.274  0.11
H7 2.186 -0.142 -1.469  0.10
H8 -1.883 0.765 2.714  0.04
H9 0.661 1.814 -1.389  0.06
H10 0.421 -1.398 -2.181  0.08
H11 -0.530 -2.223 -0.896  0.06
H12 -2.726 -1.071 -1.006  0.03

***

Most stable: <2>